(1)
The following is a DFT calculation (the ωB97M-V functional and the def2-TZVPD basis) of a structure of composition C36H43GeN3O7PS3V.

E_tot: -180827.386 eV
LUMO (spin up / spin down): -3.90 / -3.87 eV
Relative energy (zero: lowest compared OMol25 entry of this formula, charge and spin): 6.1 kcal per mole
Maximum force: 0.8 eV Å⁻¹
Kohn-Sham gap (spin up / spin down): 7.3 / 7.0 eV
Charge: +1
2S+1: 2

XYZ file:
```
95
Properties=species:S:1:pos:R:3:lowdin_charge:R:1
Ge -2.81372 0.43086 -0.52367 0.694
V -0.40171 0.52803 -1.27551 0.375
S -0.40412 -1.97632 -1.16889 0.705
S 0.37564 0.56432 1.11812 0.434
S -2.85413 1.47817 1.55671 0.507
P -1.24889 0.52544 2.31526 0.023
O 4.60795 6.09457 -1.67383 0.088
O -0.37886 2.40121 -1.32716 -0.214
O -0.89619 1.11124 3.72280 -0.277
O 1.55049 0.71589 -2.07624 -0.098
O -1.71247 -0.94053 2.60536 -0.292
O 2.51985 -3.42814 2.32692 0.144
O 3.09706 7.52057 -1.10902 0.100
N 3.46931 6.40084 -1.38339 -0.353
N 2.21317 -2.41688 -1.64807 0.065
N 1.47835 -2.54949 0.54371 0.111
C -4.42887 -3.38867 -1.17113 -0.076
C 1.14408 5.63266 -1.00467 0.049
C 2.83366 4.07238 -1.73168 0.069
C 1.30082 2.03274 4.20486 -0.050
C -3.56868 2.24221 -2.69451 -0.128
C -3.75155 -2.18348 -1.29877 -0.153
C 6.40708 -1.26781 0.06046 -0.057
C 2.64771 -2.82104 1.29661 -0.373
C -4.39511 3.13512 -3.36627 -0.079
C 3.94448 -2.28449 0.80960 -0.174
C -0.49628 3.49543 3.18294 -0.069
C -3.94730 1.71912 -1.46108 -0.356
C -5.10716 -3.68051 0.00553 -0.077
C 1.24623 -2.29902 -0.77029 -0.694
C -5.16881 2.10434 -0.90975 -0.124
C 1.30765 -4.57554 -3.58079 -0.096
C -0.17719 2.33805 4.10375 -0.410
C 2.37589 -3.52136 -3.84497 -0.229
C -5.60629 3.51685 -2.80672 -0.079
C -1.22170 -3.27145 2.54395 -0.034
C 1.87593 3.04699 -1.71059 -0.107
C -4.43001 -1.55760 0.92098 -0.127
C 2.26900 1.73288 -2.08898 -0.125
C 5.08680 -3.06663 0.95087 -0.003
C 0.19236 4.64681 -0.98680 0.043
C -0.86318 -1.96542 3.22227 -0.433
C -3.74797 -1.25958 -0.25445 -0.355
C 2.11951 -2.22063 -3.09919 -0.193
C 2.46118 5.33198 -1.37570 -0.127
C 5.26951 -0.47642 -0.05143 -0.060
C 4.03338 -0.98445 0.31122 -0.040
C -5.10865 -2.76385 1.04782 -0.077
C 0.53700 3.32968 -1.33664 -0.292
C -1.10279 -1.98517 4.71486 -0.026
C 6.31665 -2.56054 0.55856 -0.050
C -5.99288 3.00045 -1.57629 -0.076
H 2.42186 -3.28458 -4.90989 0.116
H 3.85820 3.87678 -2.02147 0.137
H -4.42834 -4.09713 -1.99030 0.107
H -2.15811 -2.17281 4.91848 0.097
H 0.17861 -1.69295 3.01950 0.109
H 3.12635 -2.68130 -1.30091 0.144
H 7.37046 -0.86902 -0.22979 0.114
H -6.93908 3.29016 -1.13668 0.107
H -1.32328 -3.12897 1.46447 0.059
H -5.49274 1.69904 0.04388 0.094
H -0.51757 -2.79287 5.15861 0.098
H -0.58112 2.53618 5.09318 0.147
H 1.74354 1.89631 3.21795 0.048
H -5.63723 -4.61887 0.10717 0.106
H -5.64062 -2.98456 1.96566 0.107
H -2.62428 1.95832 -3.14391 0.071
H -1.49872 0.09152 -2.44316 0.009
H 2.84781 -1.45670 -3.37046 0.122
H 0.31823 -4.20861 -3.86179 0.077
H 7.20652 -3.16750 0.65384 0.115
H 3.13686 -0.37743 0.24110 0.088
H -6.25035 4.21234 -3.32918 0.107
H -3.23160 -1.96821 -2.22726 0.086
H 0.90084 6.65241 -0.73910 0.132
H 3.36773 -3.90265 -3.57989 0.112
H -4.09153 3.53045 -4.32801 0.105
H -1.56677 3.69755 3.15541 0.072
H 3.30926 1.61278 -2.41666 0.147
H -0.45076 -4.01908 2.74569 0.095
H 1.46764 1.13438 4.79968 0.088
H 0.00896 4.38541 3.56017 0.096
H 0.62969 -2.63103 1.08672 0.073
H -0.13949 3.30488 2.16811 0.054
H -4.42808 -0.85782 1.74826 0.073
H -0.81227 -1.04578 5.18037 0.075
H -2.17312 -3.64808 2.92097 0.095
H -0.83287 4.85017 -0.70855 0.137
H 1.26968 -4.85343 -2.52480 0.069
H 1.12674 -1.83769 -3.31437 0.086
H 5.35922 0.54235 -0.40849 0.106
H 5.00154 -4.06070 1.37137 0.128
H 1.50776 -5.48257 -4.15051 0.078
H 1.80424 2.86549 4.69798 0.093
```

(2)
The following is a DFT calculation (the ωB97M-V functional and the def2-TZVPD basis) of a cluster of 2 separate species, C36H43N2O2P in total.

E_tot: -54392.581 eV
LUMO: -1.19 eV
Maximum force: 2.9 eV Å⁻¹
Kohn-Sham gap: 6.3 eV
Charge: 0

XYZ file:
```
84
Properties=species:S:1:pos:R:3:lowdin_charge:R:1
P 1.17658 3.95838 2.26796 0.940
O 5.43457 -4.35165 -0.49169 -0.082
O -4.25486 -2.91451 -0.93861 0.055
N 2.16686 3.93112 0.93675 -0.294
N -0.19431 4.21833 1.36921 -0.291
C -3.30845 -6.90109 -0.49449 -0.077
C -0.65811 -2.92361 -1.09294 0.027
C -3.91288 -0.08840 -1.14023 -0.172
C 5.60303 -5.40725 -1.46959 -0.058
C -3.16970 -5.51159 -0.46082 -0.019
C -4.86946 1.96986 -2.03002 -0.095
C -2.17090 -4.87507 -1.22367 -0.169
C 4.35608 3.64440 -0.14093 -0.051
C 3.54810 3.51404 1.13968 -0.676
C -0.37989 -1.52582 -0.93355 -0.191
C 1.44717 3.57588 -0.28157 -0.193
C -3.09098 -2.49726 -1.04016 -0.267
C -6.02448 1.78704 -1.26467 -0.092
C -2.49031 -7.68371 -1.31889 -0.093
C 2.30508 -2.80118 -1.65647 -0.037
C 4.22235 -2.49404 0.34535 0.000
C -3.81169 1.06170 -1.95683 -0.038
C 2.09646 -1.83056 -0.63816 -0.222
C -1.69292 2.69611 2.59476 -0.063
C -0.04540 3.78604 -0.01659 -0.190
C -2.63030 4.49694 1.14515 -0.048
C 3.13219 -1.66489 0.32961 -0.019
C -1.44724 5.07974 3.24128 -0.085
C -1.48579 -0.61410 -1.04188 0.029
C -2.79296 -1.04079 -1.08084 -0.080
C 4.37470 -3.51537 -0.62288 -0.259
C 4.15918 4.42339 2.20404 -0.083
C -1.33763 -5.67161 -2.04537 -0.035
C 3.61583 2.07028 1.64231 -0.071
C -1.51458 -7.05522 -2.09976 -0.092
C -5.08451 -0.27252 -0.38155 -0.022
C -1.47464 4.11432 2.05690 -0.675
C 3.40469 -3.63486 -1.64900 -0.008
C -1.93807 -3.42632 -1.13993 -0.076
C 0.90760 -1.04836 -0.59529 0.045
C -6.11822 0.66280 -0.43704 -0.077
H -5.18586 -1.16143 0.24407 0.112
H 3.63162 4.35953 3.16439 0.050
H -4.06286 -7.37398 0.12935 0.101
H 4.67145 1.78681 1.74445 0.089
H 5.20582 4.12979 2.35640 0.086
H -6.83883 2.51111 -1.30985 0.100
H 5.39661 3.35985 0.08209 0.090
H -0.56874 -5.18702 -2.65526 0.110
H 3.13877 1.95677 2.62576 0.058
H -1.27282 0.45851 -1.05612 0.110
H -0.45914 4.53264 -0.71164 0.117
H 1.57516 -2.89097 -2.46198 0.121
H -2.60702 -8.76887 -1.34681 0.100
H 1.12505 2.59459 2.79858 -0.048
H -2.51651 5.52330 0.77265 0.092
H 3.51268 -4.40453 -2.41404 0.105
H -2.41196 5.02102 3.76137 0.086
H 1.78285 4.18887 -1.13173 0.117
H -2.68681 2.65517 3.05674 0.087
H -3.83738 -4.90741 0.15610 0.111
H 4.13816 5.46793 1.87143 0.090
H 5.74663 -4.99763 -2.47829 0.095
H 1.62473 2.52634 -0.58484 0.102
H 3.99330 2.98906 -0.94316 0.082
H -0.87652 -7.64659 -2.75280 0.098
H -4.78351 2.82859 -2.69175 0.099
H 4.35953 4.68016 -0.50399 0.093
H 4.98410 -2.41680 1.12249 0.124
H -7.00639 0.50759 0.17012 0.101
H 3.00556 -0.91060 1.10804 0.106
H 3.13289 1.37563 0.93872 0.062
H -0.64650 4.84638 3.95475 0.049
H -3.55738 4.45387 1.73979 0.091
H -0.95122 2.43240 3.36092 0.056
H -2.90900 1.21142 -2.55629 0.111
H 0.97091 -0.03243 -0.19979 0.110
H -1.64821 1.94635 1.79142 0.080
H 4.75271 -6.10252 -1.46443 0.096
H -1.30496 6.10872 2.89054 0.089
H 6.51072 -5.92467 -1.14423 0.094
H -0.59755 2.85084 -0.22772 0.099
H -2.75102 3.81838 0.28979 0.076
H 0.16882 -3.63676 -1.08487 0.109
```